C10H10BrClFe | ωB97M-V with the def2-TZVPD basis set

The energy above the lowest of the compared OMol25 structures with the same formula, charge and spin is 179.1 kJ/mol. The expectation value of S² is 8.7886. The strongest force on any atom comes out at 5.112 eV/A. The value obtained for the HOMO energy (spin up / spin down) is -2.94 / -4.38 eV. As for the total charge: -1. The spin multiplicity is 6. The value obtained for the HOMO-LUMO gap (spin up / spin down) is 6.473 / 6.010 eV. Its molecular weight is 301.39 g mol⁻¹.

```
23
C10H10BrClFe, DFT ωB97M-V with the def2-TZVPD basis set
C -2.1279 0.4051 -0.8089
C -1.2733 0.4685 -1.9535
C -0.2577 1.4464 -1.6953
H -1.3383 -0.1670 -2.8277
C -0.5081 2.0057 -0.4083
C -1.6889 1.3803 0.1243
H -2.0993 1.5607 1.1110
H -2.9513 -0.2893 -0.6967
H 0.5474 1.6957 -2.3681
H 0.1046 2.7504 0.0830
Fe 2.4287 -0.6650 -1.9243
Cl 2.2273 -0.1553 0.2129
C 4.3247 -1.3922 -1.7761
C 4.3312 0.0622 -1.7137
C 3.7555 0.5587 -2.9257
H 4.7305 0.6943 -0.9335
C 3.3888 -0.5600 -3.7291
C 3.7532 -1.7836 -3.0354
H 3.6757 -2.7763 -3.4330
H 4.7063 -2.0280 -0.9774
H 3.7019 1.6107 -3.1749
H 2.9495 -0.4355 -4.7147
Br 0.7019 -1.9049 -2.7089
```

***

C10H10BrIrN3OS | ωB97M-V with the def2-TZVPD basis set

The expectation value of S² is 6.0230. The strongest force on any atom comes out at 2.384 eV/A. The value obtained for the HOMO energy (spin up / spin down) is -18.78 / -19.13 eV. As for the total charge: +3. The spin multiplicity is 5. The value obtained for the HOMO-LUMO gap (spin up / spin down) is 7.407 / 3.950 eV. Its molecular weight is 492.40 g mol⁻¹.

```
27
C10H10BrIrN3OS, DFT ωB97M-V with the def2-TZVPD basis set
Ir 0.0375 0.3298 -0.6345
O -1.9223 -3.2757 3.8796
C -1.4263 -2.4199 3.0380
C -0.7776 -1.2188 3.3969
C -0.3015 -0.3968 2.4181
N -0.4288 -0.7001 1.0955
C -1.0594 -1.8567 0.7833
Br -1.1591 -2.0515 -1.1123
C -1.5678 -2.7454 1.6621
H -1.8233 -3.0311 4.8152
H -0.6575 -0.9390 4.4357
H 0.1927 0.5352 2.6564
H -2.0676 -3.6574 1.3631
C -2.4126 3.8410 -2.4406
C -1.6491 2.7545 -1.8810
N -1.0433 1.8785 -1.4356
H -3.0287 3.4611 -3.2592
H -1.7299 4.6080 -2.8132
H -3.0524 4.2647 -1.6628
S 4.0362 -0.8531 -2.7841
C 4.2825 0.4846 -1.7935
C 3.1196 0.8432 -1.1362
N 2.0504 0.0458 -1.4420
C 2.3988 -0.9010 -2.3107
H 5.2422 0.9767 -1.7029
H 3.0325 1.6714 -0.4464
H 1.7147 -1.6480 -2.6888
```

***

| no. | calculated total energy (eV) |
| --- | --- |
| 1 | -127484.475 |
| 2 | -100733.876 |